Entry 1:
Below is a molecular structure, C48H39BrFNO2S2Ta, with properties calculated with the ωB97M-V functional and the def2-TZVPD basis.

Properties
Kohn-Sham gap: 7.56 eV
relative energy (zero: lowest compared OMol25 entry of this formula, charge and spin): 136.72 kJ/mol
net charge: +1
LUMO: -2.8 eV

Element x y z (Å)
1 Ta -0.869 -1.991 -0.442
2 C 5.785 -3.480 -4.690
3 C 4.979 -2.990 -3.523
4 C 4.235 -1.808 -3.626
5 C 3.471 -1.352 -2.573
6 C 3.454 -2.099 -1.398
7 C 4.165 -3.281 -1.267
8 C 4.936 -3.714 -2.337
9 S 2.449 -1.596 -0.051
10 O 1.077 -1.355 -0.761
11 C 3.033 0.084 0.193
12 C 4.419 0.278 -0.029
13 C 4.947 1.528 0.021
14 C 4.113 2.647 0.244
15 C 4.642 3.960 0.229
16 C 3.839 5.035 0.464
17 C 2.467 4.842 0.732
18 C 1.933 3.588 0.762
19 C 2.739 2.446 0.508
20 C 2.192 1.116 0.534
21 C 0.859 1.033 1.228
22 C 0.948 1.086 2.663
23 C 2.169 0.871 3.350
24 C 2.219 0.904 4.715
25 C 1.063 1.176 5.475
26 C -0.122 1.409 4.842
27 C -0.206 1.371 3.430
28 C -1.425 1.651 2.773
29 C -1.519 1.562 1.421
30 C -0.379 1.218 0.657
31 S -0.620 0.729 -1.048
32 O 0.503 1.217 -1.866
33 C -2.115 1.492 -1.610
34 C -3.351 0.985 -1.229
35 C -4.496 1.492 -1.817
36 C -4.421 2.479 -2.799
37 C -5.661 2.994 -3.471
38 C -3.166 2.961 -3.168
39 C -2.008 2.471 -2.586
40 H 6.163 -2.650 -5.285
41 H 5.164 -4.097 -5.342
42 H 6.627 -4.087 -4.363
43 H 4.263 -1.242 -4.548
44 H 2.892 -0.439 -2.650
45 H 4.121 -3.853 -0.349
46 H 5.505 -4.631 -2.248
47 H 5.055 -0.568 -0.247
48 H 6.007 1.679 -0.134
49 H 5.697 4.091 0.025
50 H 4.248 6.036 0.449
51 H 1.834 5.699 0.917
52 H 0.879 3.466 0.971
53 H 3.075 0.671 2.794
54 H 3.161 0.728 5.218
55 H 1.122 1.203 6.554
56 H -1.022 1.619 5.405
57 H -2.289 1.927 3.365
58 H -2.455 1.764 0.926
59 H -3.422 0.186 -0.502
60 H -5.461 1.098 -1.525
61 H -6.560 2.629 -2.979
62 H -5.692 2.669 -4.513
63 H -5.683 4.084 -3.467
64 H -3.094 3.725 -3.932
65 H -1.032 2.824 -2.889
66 Br -5.609 -1.708 -5.307
67 C -4.323 -1.881 -3.937
68 C -3.036 -1.415 -4.153
69 C -2.114 -1.512 -3.120
70 C -2.451 -2.054 -1.873
71 C -3.753 -2.543 -1.711
72 C -4.687 -2.464 -2.731
73 H -2.766 -0.976 -5.102
74 H -1.114 -1.120 -3.308
75 H -4.056 -2.985 -0.769
76 H -5.692 -2.838 -2.593
77 C -4.178 -0.898 2.022
78 C -3.085 -1.286 2.977
79 C -3.295 -1.218 4.350
80 C -2.297 -1.568 5.245
81 C -1.070 -2.012 4.769
82 C -0.821 -2.091 3.409
83 C 0.507 -2.566 2.892
84 C -1.833 -1.707 2.517
85 N -1.559 -1.725 1.152
86 H -5.155 -1.067 2.471
87 H -4.118 -1.466 1.095
88 H -4.116 0.164 1.764
89 H -4.262 -0.897 4.718
90 H -2.480 -1.515 6.309
91 H -0.292 -2.304 5.464
92 H 1.098 -3.000 3.697
93 H 1.084 -1.734 2.473
94 H 0.384 -3.322 2.114
95 F -0.289 -3.782 -0.437

***

Entry 2:
Below is C15H19NO8S in the gas phase, with properties calculated with the ωB97M-V functional and the def2-TZVPD basis.

Properties
SMILES string: COc1cc(/C=C/C(=O)O)cc(S(=O)(=O)NCCCC(=O)O)c1OC
Kohn-Sham gap: 8.45 eV
relative energy (zero: lowest compared OMol25 entry of this formula, charge and spin): 0.00 kJ/mol
LUMO: -0.5 eV

Element x y z (Å)
1 C -1.276 -3.006 -2.568
2 O -0.150 -2.615 -1.816
3 C -0.322 -1.769 -0.769
4 C -1.544 -1.255 -0.360
5 C -1.651 -0.380 0.727
6 C -2.918 0.175 1.155
7 C -4.130 -0.057 0.633
8 C -5.319 0.597 1.190
9 O -5.336 1.375 2.111
10 O -6.439 0.227 0.542
11 C -0.492 -0.034 1.422
12 C 0.723 -0.537 1.014
13 S 2.214 -0.217 1.975
14 O 2.652 -1.501 2.436
15 O 1.912 0.799 2.938
16 N 3.379 0.378 0.974
17 C 3.563 1.796 0.790
18 C 2.877 2.391 -0.440
19 C 1.356 2.327 -0.354
20 C 0.684 3.304 -1.286
21 O 1.209 4.221 -1.853
22 O -0.624 3.034 -1.410
23 C 0.845 -1.390 -0.069
24 O 2.099 -1.762 -0.466
25 C 2.416 -3.142 -0.311
26 H -1.765 -2.145 -3.033
27 H -1.998 -3.552 -1.954
28 H -0.892 -3.665 -3.345
29 H -2.439 -1.525 -0.894
30 H -2.870 0.857 1.996
31 H -4.318 -0.715 -0.200
32 H -7.209 0.670 0.930
33 H -0.517 0.618 2.280
34 H 3.568 -0.219 0.185
35 H 4.639 1.991 0.731
36 H 3.178 2.254 1.703
37 H 3.176 3.437 -0.530
38 H 3.218 1.871 -1.338
39 H 0.976 1.331 -0.582
40 H 1.028 2.575 0.659
41 H -1.052 3.691 -1.982
42 H 1.672 -3.776 -0.796
43 H 3.384 -3.277 -0.790
44 H 2.492 -3.380 0.753

***

Entry 3:
Below is a molecular structure, C13H15N6O2Sc, with properties calculated with the ωB97M-V functional and the def2-TZVPD basis.

Properties
Kohn-Sham gap: 7.05 eV
net charge: +2
LUMO: -7.4 eV

Element x y z (Å)
1 Sc -1.027 0.070 0.562
2 N -1.543 -1.372 -1.059
3 C -0.461 -2.360 -1.115
4 C -0.787 -3.708 -1.062
5 C 0.205 -4.669 -1.153
6 C 1.525 -4.277 -1.315
7 C 1.849 -2.931 -1.365
8 C 0.871 -1.942 -1.255
9 C 1.278 -0.507 -1.261
10 C 2.185 -0.025 -2.200
11 C 2.609 1.297 -2.155
12 C 2.150 2.162 -1.170
13 C 1.252 1.687 -0.226
14 C 0.804 0.358 -0.253
15 H -2.432 -1.867 -0.990
16 H -1.587 -0.857 -1.941
17 H -1.826 -4.011 -0.980
18 H -0.056 -5.717 -1.119
19 H 2.305 -5.021 -1.400
20 H 2.883 -2.630 -1.470
21 H 2.554 -0.679 -2.981
22 H 3.304 1.656 -2.902
23 H 2.494 3.187 -1.143
24 H 0.902 2.375 0.545
25 N -0.333 0.666 3.010
26 N -0.857 1.929 3.376
27 C -1.623 2.600 2.498
28 N -2.080 3.804 2.750
29 N -1.848 1.897 1.376
30 N -2.439 2.356 0.250
31 O -3.007 3.398 0.150
32 O -2.284 1.498 -0.650
33 H -0.548 0.004 3.754
34 H 0.685 0.733 2.956
35 H -0.591 2.324 4.268
36 H -1.861 4.302 3.601
37 H -2.667 4.268 2.070

***

Entry 4:
Below is CHFN2OS in the gas phase in a non-equilibrium geometry, with properties calculated with the ωB97M-V functional and the def2-TZVPD basis.

Properties
SMILES string: N#C[S@@](=N)(=O)F
Kohn-Sham gap: 11.23 eV
relative energy (zero: lowest compared OMol25 entry of this formula, charge and spin): 160.85 kJ/mol
LUMO: -0.4 eV

Element x y z (Å)
1 N -1.590 0.643 -2.731
2 C -0.577 0.436 -2.182
3 S 0.898 -0.050 -1.239
4 N 0.594 -0.632 0.177
5 O 1.784 -0.866 -2.096
6 F 1.605 1.404 -1.094
7 H 0.307 0.177 0.772

***

Entry 5:
Below is a molecular structure, C29H27HfN6Sb, with properties calculated with the ωB97M-V functional and the def2-TZVPD basis.

Properties
Kohn-Sham gap: 4.38 eV
relative energy (zero: lowest compared OMol25 entry of this formula, charge and spin): 94.47 kJ/mol
net charge: +4
LUMO: -13.9 eV

Element x y z (Å)
1 Hf 1.247 -0.299 0.156
2 C 0.870 -2.726 2.249
3 C 1.421 -1.520 2.945
4 C 1.524 -1.431 4.323
5 C 2.114 -0.308 4.882
6 C 2.635 0.702 4.058
7 C 2.512 0.586 2.694
8 N 1.876 -0.504 2.171
9 Sb 3.669 1.962 1.417
10 C 2.014 2.605 0.116
11 C 1.868 3.938 -0.181
12 C 0.940 4.325 -1.161
13 C 0.215 3.370 -1.856
14 C 0.392 2.033 -1.543
15 C -0.287 0.927 -2.293
16 N 1.248 1.689 -0.548
17 C 4.254 0.344 0.044
18 C 5.585 0.218 -0.296
19 C 5.972 -0.790 -1.187
20 C 5.025 -1.654 -1.724
21 C 3.707 -1.491 -1.352
22 C 2.540 -2.314 -1.820
23 N 3.346 -0.516 -0.489
24 H 1.514 -3.589 2.437
25 H 0.831 -2.639 1.144
26 H -0.135 -2.982 2.586
27 H 1.165 -2.240 4.947
28 H 2.204 -0.222 5.959
29 H 3.146 1.548 4.501
30 H 2.469 4.688 0.319
31 H 0.815 5.376 -1.396
32 H -0.466 3.653 -2.650
33 H -0.023 0.975 -3.352
34 H -1.375 0.966 -2.204
35 H -0.009 -0.101 -1.978
36 H 6.331 0.888 0.113
37 H 7.016 -0.894 -1.459
38 H 5.310 -2.435 -2.416
39 H 2.814 -3.142 -2.475
40 H 1.840 -1.701 -2.409
41 H 2.035 -2.800 -0.964
42 C -2.509 0.560 2.137
43 C -1.273 0.567 1.540
44 N -0.930 -0.345 0.588
45 C -1.875 -1.203 0.142
46 C -3.172 -1.208 0.625
47 C -3.464 -0.352 1.688
48 C -4.183 -2.115 0.033
49 C -4.951 -1.806 -1.010
50 C -5.034 -0.511 -1.719
51 C -6.071 -0.301 -2.615
52 C -6.166 0.955 -3.204
53 N -5.311 1.928 -2.908
54 C -4.362 1.630 -2.040
55 N -4.149 0.464 -1.439
56 H -2.740 1.274 2.914
57 H -0.516 1.292 1.832
58 H -1.597 -1.890 -0.650
59 H -4.453 -0.363 2.131
60 H -4.322 -3.073 0.522
61 H -5.666 -2.551 -1.340
62 H -6.788 -1.078 -2.841
63 H -6.947 1.187 -3.918
64 H -3.692 2.445 -1.773

***

Entry 6:
Below is 2 unconnected molecules or ions with the total composition C6H9NO in a non-equilibrium geometry, with properties calculated with the ωB97M-V functional and the def2-TZVPD basis.

Properties
Kohn-Sham gap: 9.27 eV
relative energy (zero: lowest compared OMol25 entry of this formula, charge and spin): 781.20 kJ/mol
LUMO: 0.2 eV

Element x y z (Å)
1 C 0.310 0.109 0.222
2 C -0.442 -1.137 -0.609
3 C -0.489 1.229 -0.331
4 C -1.576 1.904 0.137
5 C 1.695 0.081 -0.285
6 C 2.833 0.201 -0.393
7 H 0.437 -1.502 1.886
8 H 1.061 -0.050 2.302
9 H 0.174 -1.839 -0.154
10 H -0.532 -1.064 -1.774
11 H -1.836 -1.603 -1.439
12 H -0.122 1.420 -1.268
13 H -2.096 2.708 -0.321
14 H -1.815 1.570 1.201
15 H 3.901 -0.080 -0.694
16 N 0.294 -0.446 1.643
17 O -1.796 -1.502 -0.122

***

Entry 7:
Below is a molecular structure, C49H43MgN7P2SSe2, with properties calculated with the ωB97M-V functional and the def2-TZVPD basis.

Properties
Kohn-Sham gap: 3.96 eV
relative energy (zero: lowest compared OMol25 entry of this formula, charge and spin): 10.88 kJ/mol
net charge: -2
LUMO: 3.6 eV

Element x y z (Å)
1 Mg 0.882 -1.253 0.141
2 N 3.599 -1.091 3.777
3 C 2.955 -1.192 2.526
4 S 1.336 -0.528 2.499
5 N 3.643 -1.770 1.608
6 N 2.983 -1.994 0.387
7 C 3.786 -1.779 -0.760
8 C 5.171 -2.286 -0.786
9 C 5.573 -3.218 -1.748
10 C 6.864 -3.721 -1.786
11 C 7.794 -3.317 -0.837
12 C 7.409 -2.408 0.139
13 C 6.121 -1.897 0.161
14 C 3.169 -1.211 -1.838
15 C 3.828 -0.905 -3.099
16 C 3.138 -0.392 -4.142
17 C 1.743 -0.132 -4.031
18 C 1.185 -0.396 -2.805
19 N 1.805 -0.895 -1.740
20 H 3.310 -0.256 4.268
21 H 4.602 -1.152 3.651
22 H 4.843 -3.544 -2.480
23 H 7.136 -4.438 -2.551
24 H 8.803 -3.712 -0.852
25 H 8.120 -2.087 0.892
26 H 5.823 -1.196 0.927
27 H 4.895 -1.069 -3.183
28 H 3.665 -0.159 -5.063
29 H 1.153 0.261 -4.845
30 H 0.125 -0.200 -2.655
31 Se -5.956 -0.177 -0.309
32 P -4.461 1.200 0.237
33 C -4.706 2.745 -0.705
34 C -4.474 2.690 -2.078
35 C -4.733 3.789 -2.876
36 C -5.233 4.956 -2.314
37 C -5.486 5.013 -0.952
38 C -5.226 3.909 -0.153
39 C -4.572 1.633 2.003
40 C -3.491 1.424 2.852
41 C -3.621 1.664 4.213
42 C -4.823 2.117 4.729
43 C -5.911 2.315 3.885
44 C -5.790 2.058 2.532
45 C -2.762 0.679 -0.028
46 C -1.492 1.277 -0.123
47 N -0.624 0.258 -0.117
48 N -1.293 -0.874 -0.038
49 N -2.580 -0.656 0.004
50 P -0.708 2.910 -0.179
51 Se 1.377 2.873 -0.163
52 C -1.385 3.808 1.257
53 C -2.545 4.567 1.231
54 C -3.008 5.181 2.387
55 C -2.305 5.039 3.573
56 C -1.141 4.280 3.604
57 C -0.680 3.666 2.455
58 C -1.315 3.641 -1.734
59 C -1.243 2.820 -2.859
60 C -1.446 3.344 -4.124
61 C -1.744 4.690 -4.277
62 C -1.815 5.514 -3.164
63 C -1.580 4.996 -1.897
64 H -4.091 1.778 -2.522
65 H -4.526 3.740 -3.936
66 H -5.422 5.819 -2.940
67 H -5.880 5.918 -0.505
68 H -5.412 3.971 0.911
69 H -2.548 1.064 2.462
70 H -2.773 1.491 4.861
71 H -4.922 2.304 5.791
72 H -6.860 2.649 4.286
73 H -6.654 2.152 1.885
74 H -3.094 4.682 0.311
75 H -3.919 5.766 2.358
76 H -2.667 5.512 4.478
77 H -0.593 4.158 4.530
78 H 0.229 3.075 2.467
79 H -0.983 1.775 -2.749
80 H -1.364 2.695 -4.987
81 H -1.905 5.101 -5.267
82 H -2.030 6.569 -3.278
83 H -1.581 5.661 -1.043
84 C 1.731 -4.293 2.505
85 C 2.254 -4.396 1.069
86 C 3.759 -4.737 1.141
87 C 1.949 -3.118 0.280
88 C 1.561 -5.534 0.313
89 C 0.458 -6.223 0.803
90 C -0.143 -7.249 0.081
91 C 0.351 -7.617 -1.158
92 C 1.449 -6.937 -1.670
93 C 2.036 -5.915 -0.948
94 H 2.268 -3.507 3.033
95 H 1.865 -5.227 3.057
96 H 0.677 -4.011 2.517
97 H 4.274 -4.001 1.757
98 H 4.225 -4.705 0.156
99 H 3.912 -5.735 1.562
100 H 2.039 -3.390 -0.778
101 H 0.046 -5.951 1.764
102 H -1.009 -7.752 0.493
103 H -0.120 -8.411 -1.725
104 H 1.845 -7.200 -2.644
105 H 2.877 -5.379 -1.367

***

Entry 8:
Below is 10 unconnected molecules or ions with the total composition C22H44BCl18O3 in a non-equilibrium geometry, with properties calculated with the ωB97M-V functional and the def2-TZVPD basis.

Properties
Kohn-Sham gap: 6.55 eV
net charge: -1
LUMO: 1.9 eV

Element x y z (Å)
1 O 1.049 0.168 1.230
2 C 0.808 0.002 0.059
3 C 0.109 1.009 -0.806
4 C -1.396 0.744 -0.935
5 C -2.255 0.988 0.357
6 O -3.161 -0.084 0.398
7 B -2.287 -1.199 -0.074
8 O -1.717 -0.573 -1.318
9 H 1.123 -0.921 -0.453
10 H 0.308 1.987 -0.354
11 H 0.541 0.939 -1.810
12 H -1.771 1.412 -1.724
13 H -2.803 1.935 0.339
14 H -1.598 1.006 1.244
15 H -1.358 -1.291 0.768
16 H -2.796 -2.294 -0.224
17 Cl 0.674 -3.288 -1.496
18 C 0.052 -4.646 -0.537
19 C -0.723 -5.634 -1.374
20 Cl -2.260 -4.984 -1.995
21 H -0.552 -4.226 0.266
22 H 0.914 -5.154 -0.105
23 H -0.969 -6.504 -0.766
24 H -0.136 -5.959 -2.230
25 Cl -5.209 4.716 0.028
26 C -4.367 5.667 -1.220
27 C -3.500 4.803 -2.100
28 Cl -2.120 4.123 -1.209
29 H -3.780 6.430 -0.715
30 H -5.131 6.153 -1.825
31 H -3.100 5.402 -2.916
32 H -4.063 3.971 -2.517
33 Cl -2.801 0.068 -4.790
34 C -3.255 -1.227 -3.639
35 C -4.261 -2.173 -4.229
36 Cl -5.862 -1.404 -4.475
37 H -3.616 -0.756 -2.730
38 H -2.343 -1.762 -3.384
39 H -4.412 -3.003 -3.541
40 H -3.942 -2.565 -5.191
41 Cl 5.125 4.251 0.871
42 C 4.376 2.651 1.173
43 C 4.262 1.797 -0.055
44 Cl 3.067 2.450 -1.200
45 H 3.390 2.826 1.591
46 H 4.988 2.158 1.923
47 H 3.893 0.818 0.251
48 H 5.208 1.670 -0.577
49 Cl 3.946 -5.272 0.865
50 C 5.149 -4.347 -0.079
51 C 5.251 -2.915 0.378
52 Cl 3.785 -1.987 -0.007
53 H 4.869 -4.409 -1.127
54 H 6.108 -4.845 0.061
55 H 6.082 -2.427 -0.130
56 H 5.414 -2.860 1.453
57 Cl 5.563 -3.561 -3.764
58 C 4.116 -3.314 -4.783
59 C 3.637 -1.888 -4.755
60 Cl 2.950 -1.425 -3.183
61 H 3.344 -3.999 -4.441
62 H 4.403 -3.582 -5.798
63 H 2.844 -1.761 -5.492
64 H 4.445 -1.198 -4.987
65 Cl -7.113 2.499 -2.744
66 C -7.635 0.950 -2.033
67 C -9.118 0.737 -2.176
68 Cl -10.079 1.870 -1.182
69 H -7.326 0.943 -0.990
70 H -7.113 0.155 -2.562
71 H -9.372 -0.268 -1.842
72 H -9.437 0.856 -3.208
73 Cl 2.095 2.930 5.070
74 C 1.155 1.568 4.394
75 C 1.960 0.298 4.343
76 Cl 3.276 0.406 3.151
77 H 0.814 1.859 3.404
78 H 0.289 1.427 5.037
79 H 1.314 -0.521 4.029
80 H 2.399 0.056 5.308
81 Cl 1.951 1.796 8.562
82 C 3.001 3.228 8.655
83 C 4.462 2.864 8.668
84 Cl 4.942 2.041 10.178
85 H 2.722 3.791 9.542
86 H 2.788 3.831 7.773
87 H 5.064 3.768 8.594
88 H 4.711 2.208 7.837

***

Entry 9:
Below is a molecular structure, C6H6O3Rb in a non-equilibrium geometry, with properties calculated with the ωB97M-V functional and the def2-TZVPD basis.

Properties
Kohn-Sham gap: 3.75 eV
relative energy (zero: lowest compared OMol25 entry of this formula, charge and spin): 0.00 kJ/mol
net charge: -1
LUMO: 1.2 eV

Element x y z (Å)
1 C 0.151 -1.814 1.370
2 C 1.120 -1.602 0.502
3 C 1.108 -0.475 -0.506
4 C 2.013 0.730 -0.194
5 O 1.843 1.748 -1.101
6 Rb -0.453 3.671 -2.391
7 H 1.646 -2.509 0.184
8 H 0.072 -0.106 -0.584
9 H 1.372 -0.862 -1.504
10 H 3.061 0.350 -0.155
11 H 1.769 1.051 0.848
12 O -1.016 -1.860 1.732
13 H -2.873 -0.702 1.755
14 C -3.298 -0.087 0.883
15 C -3.335 0.787 0.002
16 O -3.180 1.682 -0.842

***

> Among the records above, which one has the highest LUMO?

C49H43MgN7P2SSe2

***

Please write out number 6 again, unchanged.
Below is 2 unconnected molecules or ions with the total composition C6H9NO in a non-equilibrium geometry, with properties calculated with the ωB97M-V functional and the def2-TZVPD basis.

Properties
Kohn-Sham gap: 9.27 eV
relative energy (zero: lowest compared OMol25 entry of this formula, charge and spin): 781.20 kJ/mol
LUMO: 0.2 eV

Element x y z (Å)
1 C 0.310 0.109 0.222
2 C -0.442 -1.137 -0.609
3 C -0.489 1.229 -0.331
4 C -1.576 1.904 0.137
5 C 1.695 0.081 -0.285
6 C 2.833 0.201 -0.393
7 H 0.437 -1.502 1.886
8 H 1.061 -0.050 2.302
9 H 0.174 -1.839 -0.154
10 H -0.532 -1.064 -1.774
11 H -1.836 -1.603 -1.439
12 H -0.122 1.420 -1.268
13 H -2.096 2.708 -0.321
14 H -1.815 1.570 1.201
15 H 3.901 -0.080 -0.694
16 N 0.294 -0.446 1.643
17 O -1.796 -1.502 -0.122